<one>
Density functional theory data (the ωB97M-V functional and the def2-TZVPD basis) for C2H7N5O as an isolated structure.

ORCA input file:
```
! wB97M-V def2-TZVPD RIJCOSX def2/J DEFGRID3
* xyz 0 1
O -0.386 -0.541 -0.211
N -2.802 -0.786 0.347
N -0.609 1.856 0.372
N -2.478 0.334 -0.694
N 3.216 -0.171 -0.309
N 1.913 0.285 -0.093
C -1.007 0.728 -0.314
C 0.942 -0.594 0.134
H 3.327 -0.693 0.866
H -2.985 1.045 -0.518
H -2.949 -1.589 -0.406
H -1.710 -1.084 0.910
H 3.970 0.875 -0.638
H 0.474 2.069 0.524
H 1.083 -1.733 0.029
*
```

Properties
frontier orbital gap: 0.3329 Ha



<two>
Density functional theory data (the ωB97M-V functional and the def2-TZVPD basis) for a 2-piece molecular cluster, C2H7N5O overall.

ORCA input file:
```
! wB97M-V def2-TZVPD RIJCOSX def2/J DEFGRID3
* xyz 0 1
O -2.675 -0.778 1.274
N 1.313 0.339 -1.693
N -2.435 0.008 -0.056
N 0.072 -0.392 0.278
N 0.776 1.665 -1.397
N 0.307 -0.800 1.577
C 1.017 -0.525 -0.838
C -1.191 0.203 -0.281
H 0.891 -0.038 2.178
H -1.860 -1.254 1.665
H 1.039 2.257 -0.114
H 0.862 -1.743 1.753
H 1.526 -1.517 -0.873
H -1.008 0.396 -1.439
H 1.365 2.178 -2.034
*
```

Properties
frontier orbital gap: 0.3280 Ha



<three>
Density functional theory data (the ωB97M-V functional and the def2-TZVPD basis) for an isolated molecule of C2H7N5O.

ORCA input file:
```
! wB97M-V def2-TZVPD RIJCOSX def2/J DEFGRID3
* xyz 0 1
O 1.106 0.722 -1.352
N 0.330 -1.471 -1.329
N -1.877 0.988 1.226
N 0.339 -1.262 -2.782
N 0.620 -0.331 0.735
N 0.574 0.781 1.487
C -0.690 1.406 1.770
C 0.581 -0.262 -0.707
H 1.211 0.930 2.570
H 1.123 -0.661 -3.327
H -2.682 1.418 1.671
H 0.049 -1.277 1.171
H 0.373 -2.313 -0.905
H -0.528 -0.629 -2.947
H -0.530 1.961 2.720
*
```

Properties
frontier orbital gap: 0.3677 Ha



Most stable: <three> (next structure +0.1182 hartree)



<one>
Density functional theory data (the ωB97M-V functional and the def2-TZVPD basis) for a 4-piece molecular cluster, C4H14O3 overall.

ORCA input file:
```
! wB97M-V def2-TZVPD RIJCOSX def2/J DEFGRID3
* xyz 0 1
O -1.435 -6.143 -2.248
O 2.807 -3.863 -2.649
O 1.509 -3.073 -5.215
C -1.051 3.750 1.196
C 0.645 2.737 2.731
C -0.486 3.418 2.536
C -1.472 3.512 3.682
H -2.451 3.162 3.318
H 0.801 2.388 3.725
H -0.349 4.071 0.426
H -1.632 4.550 3.983
H -1.270 2.827 4.497
H -1.023 -6.826 -2.784
H -1.595 2.901 0.766
H 1.274 2.413 1.917
H 2.059 -3.961 -2.055
H -1.193 -6.412 -1.354
H 1.902 -2.578 -4.487
H 1.991 -2.801 -6.001
H -1.807 4.530 1.282
H 2.777 -4.604 -3.262
*
```

Properties
frontier orbital gap: 0.3620 Ha



<two>
Density functional theory data (the ωB97M-V functional and the def2-TZVPD basis) for a 4-piece molecular cluster, C4H14O3 overall.

ORCA input file:
```
! wB97M-V def2-TZVPD RIJCOSX def2/J DEFGRID3
* xyz 0 1
O -2.324 3.565 3.058
O -3.917 0.126 0.211
O -0.712 -4.153 -1.722
C 2.892 1.881 0.209
C 1.637 -0.249 -0.482
C 2.486 0.752 -0.705
C 1.743 -1.636 -0.976
H 0.896 0.050 0.267
H 2.209 -2.191 -0.150
H -4.227 -0.055 -0.679
H -0.676 -4.812 -1.030
H -1.336 -3.448 -1.544
H -1.811 2.976 2.507
H -3.977 -0.689 0.714
H 2.431 -1.769 -1.806
H 3.828 2.287 -0.179
H 3.193 0.559 -1.510
H 0.821 -2.207 -1.081
H 2.163 2.693 0.244
H 3.156 1.479 1.170
H -2.835 4.180 2.522
*
```

Properties
frontier orbital gap: 0.3356 Ha



<three>
Density functional theory data (the ωB97M-V functional and the def2-TZVPD basis) for a 4-piece molecular cluster, C4H14O3 overall.

ORCA input file:
```
! wB97M-V def2-TZVPD RIJCOSX def2/J DEFGRID3
* xyz 0 1
O 3.572 -1.613 1.513
O -1.079 -1.622 -2.628
O 1.485 -0.402 -1.280
C -0.841 0.400 1.212
C 0.161 1.264 1.463
C -1.929 0.651 0.203
C -2.281 2.104 -0.017
H 2.301 0.040 -1.013
H 0.930 -0.060 -0.573
H 4.198 -1.343 2.177
H 0.064 2.328 1.361
H -2.767 2.628 0.801
H -0.719 -0.617 1.569
H 1.049 0.920 1.977
H 3.512 -2.535 1.320
H -2.955 2.258 -0.868
H -0.625 -0.903 -2.183
H -1.769 0.139 -0.745
H -1.396 2.644 -0.360
H -0.734 -2.348 -2.106
H -2.795 0.083 0.586
*
```

Properties
frontier orbital gap: 0.3811 Ha



Most stable: <one> (next structure +0.0079 hartree)



<one>
Density functional theory data (the ωB97M-V functional and the def2-TZVPD basis) for a 4-piece molecular cluster, C4H14O3 overall.

ORCA input file:
```
! wB97M-V def2-TZVPD RIJCOSX def2/J DEFGRID3
* xyz 0 1
O -0.699 1.398 1.599
O -3.431 0.443 3.581
O 5.240 -0.802 1.862
C 0.066 -1.897 -0.927
C -0.892 1.516 -2.524
C -0.449 -0.824 -1.861
C -0.660 0.435 -1.505
H 5.247 -1.712 1.549
H 6.070 -0.438 1.535
H -2.673 1.043 3.592
H -0.661 1.144 -3.521
H -3.222 -0.064 2.785
H -0.845 0.677 -0.462
H -0.478 -1.833 0.008
H -1.929 1.852 -2.564
H 1.093 -1.694 -0.647
H -0.218 2.354 -2.351
H -0.006 1.826 2.109
H -0.889 0.559 2.038
H -0.008 -2.869 -1.411
H -0.655 -1.113 -2.886
*
```

Properties
frontier orbital gap: 0.3358 Ha



<two>
Density functional theory data (the ωB97M-V functional and the def2-TZVPD basis) for a 4-piece molecular cluster, C4H14O3 overall.

ORCA input file:
```
! wB97M-V def2-TZVPD RIJCOSX def2/J DEFGRID3
* xyz 0 1
O 0.528 -1.047 -2.511
O 3.081 -0.895 -1.059
O 2.127 1.854 0.488
C -1.299 0.459 0.103
C -2.666 0.091 -0.439
C -0.780 -0.597 1.032
C -0.467 -0.373 2.313
H 2.486 -0.220 -0.720
H 3.354 -1.315 -0.231
H -1.182 1.423 0.603
H -2.753 -0.932 -0.811
H -0.022 -1.198 2.855
H -2.895 0.779 -1.257
H 1.399 1.656 1.121
H -0.600 0.448 -0.743
H -0.729 0.557 2.795
H -3.457 0.122 0.317
H 2.410 2.736 0.754
H 0.983 -0.373 -3.002
H 1.249 -1.585 -2.203
H -0.768 -1.592 0.598
*
```

Properties
frontier orbital gap: 0.3749 Ha



<three>
Density functional theory data (the ωB97M-V functional and the def2-TZVPD basis) for a 4-piece molecular cluster, C4H14O3 overall.

ORCA input file:
```
! wB97M-V def2-TZVPD RIJCOSX def2/J DEFGRID3
* xyz 0 1
O -2.550 -6.595 -0.969
O 3.053 1.322 -0.920
O 3.449 -0.993 0.858
C -1.104 1.219 0.304
C -1.443 2.497 0.323
C -2.168 3.218 -0.756
C -0.208 0.672 1.387
H -3.054 3.717 -0.392
H 3.160 -0.165 0.444
H 0.223 1.538 1.894
H 0.665 0.126 1.047
H -0.766 0.051 2.078
H 3.501 2.181 -0.999
H -1.500 3.923 -1.257
H 4.350 -1.066 0.528
H -2.460 2.567 -1.580
H -1.575 0.543 -0.408
H 2.157 1.512 -1.220
H -3.361 -6.081 -0.875
H -1.282 2.987 1.279
H -2.215 -6.526 -0.068
*
```

Properties
frontier orbital gap: 0.3584 Ha



<four>
Density functional theory data (the ωB97M-V functional and the def2-TZVPD basis) for a 5-piece molecular cluster, C4H14O3 overall.

ORCA input file:
```
! wB97M-V def2-TZVPD RIJCOSX def2/J DEFGRID3
* xyz 0 1
O -1.199 1.525 -0.885
O 0.671 3.219 0.036
O -0.668 -0.522 -2.681
C 0.241 0.392 2.063
C 0.100 -0.364 0.834
C 0.084 -2.601 -0.122
C 0.609 -1.605 0.800
H -0.896 -3.003 0.281
H -0.358 0.231 -2.021
H 0.064 1.475 1.907
H 1.499 3.412 -0.572
H 1.419 -1.942 1.602
H 0.117 2.571 -0.469
H -0.368 -0.030 2.967
H 0.659 -3.556 -0.355
H -1.686 2.374 -1.077
H 1.373 0.313 2.361
H -1.582 -0.277 -3.014
H -0.697 -0.058 0.100
H -0.216 -2.274 -1.153
H 0.833 0.720 -0.604
*
```

Properties
frontier orbital gap: 0.2389 Ha



Most stable: <two> (next structure +0.0069 hartree)



<one>
Density functional theory data (the ωB97M-V functional and the def2-TZVPD basis) for C6H9NS as an isolated structure.

ORCA input file:
```
! wB97M-V def2-TZVPD RIJCOSX def2/J DEFGRID3
* xyz 0 1
S -1.370 -0.899 -2.056
N 1.246 -1.053 -0.193
C 1.247 0.987 0.470
C 0.937 0.267 -0.859
C -1.874 -0.544 1.258
C 0.678 -0.342 1.008
C -0.762 -0.258 0.586
C -0.610 0.227 -0.850
H 0.902 -0.759 2.014
H 0.759 1.974 0.714
H -1.465 0.032 -3.044
H 2.340 1.074 0.643
H -1.826 -0.884 2.304
H 1.421 0.495 -1.806
H 2.230 -1.103 -0.046
H -1.021 1.222 -0.979
H -2.833 -0.437 0.833
*
```

Properties
frontier orbital gap: 0.3583 Ha



<two>
Density functional theory data (the ωB97M-V functional and the def2-TZVPD basis) for C6H9NS as an isolated structure.

ORCA input file:
```
! wB97M-V def2-TZVPD RIJCOSX def2/J DEFGRID3
* xyz 0 1
S 1.377 -1.657 -0.889
N -0.861 0.006 1.679
C -1.017 1.125 -1.613
C 0.082 -0.924 0.982
C 1.403 -0.525 0.450
C -0.269 0.427 -0.882
C 1.210 0.763 -0.250
C -0.366 -1.057 -0.512
H 0.044 -1.944 1.475
H 1.943 1.127 -0.891
H -1.138 -1.591 -1.130
H -2.040 0.827 -2.056
H 2.176 -0.330 1.315
H -1.347 -0.399 2.600
H -1.682 0.551 0.974
H 1.040 1.422 0.719
H -0.554 2.179 -1.970
*
```

Properties
frontier orbital gap: 0.3479 Ha



Most stable: <one> (next structure +0.0801 hartree)



<one>
Density functional theory data (the ωB97M-V functional and the def2-TZVPD basis) for an isolated molecule of C6H9NS.

ORCA input file:
```
! wB97M-V def2-TZVPD RIJCOSX def2/J DEFGRID3
* xyz 0 1
S 0.917 1.277 0.998
N -1.836 0.372 0.015
C -0.703 0.044 -0.787
C -0.902 -0.717 0.450
C 0.333 1.059 -0.699
C -0.010 -0.845 2.700
C 1.477 0.550 -1.687
C 0.008 -0.187 1.552
H 2.533 1.141 -1.839
H -2.530 -0.180 -0.477
H -1.085 -0.429 -1.701
H 1.708 -0.509 -1.554
H 0.813 -0.674 3.467
H 1.023 0.608 -2.768
H 0.030 2.017 -1.117
H -0.491 -1.838 2.822
H -1.288 -1.690 0.626
*
```

Properties
frontier orbital gap: 0.3371 Ha



<two>
Density functional theory data (the ωB97M-V functional and the def2-TZVPD basis) for C6H9NS as an isolated structure.

ORCA input file:
```
! wB97M-V def2-TZVPD RIJCOSX def2/J DEFGRID3
* xyz 0 1
S 0.611 -3.005 0.734
N 0.457 1.105 -1.013
C -0.698 -1.096 -0.774
C 1.146 -0.250 0.854
C 0.313 -1.483 0.363
C 0.509 1.041 0.414
C -1.035 1.033 0.540
C -0.844 0.418 -0.883
H 1.167 0.553 -1.423
H -1.246 2.155 0.610
H -1.607 -1.522 -0.560
H 2.054 -0.207 0.329
H 1.268 -0.173 1.934
H -0.365 -1.494 -1.733
H -1.452 0.616 -1.753
H -1.296 0.457 1.427
H 1.016 1.852 0.934
*
```

Properties
frontier orbital gap: 0.3109 Ha



<three>
Density functional theory data (the ωB97M-V functional and the def2-TZVPD basis) for an isolated molecule of C6H9NS.

ORCA input file:
```
! wB97M-V def2-TZVPD RIJCOSX def2/J DEFGRID3
* xyz 0 1
S -2.086 -1.245 -1.251
N 0.047 -0.766 3.327
C 0.349 -0.090 2.395
C -0.260 1.253 0.279
C -0.019 0.728 -1.158
C 0.653 0.420 1.230
C -0.415 -0.689 -1.555
C -0.518 -1.804 -0.591
H 0.049 -0.921 -2.648
H -1.267 1.198 0.410
H 1.039 0.844 -1.399
H 0.149 -0.449 4.311
H -0.277 -1.541 0.361
H -0.053 2.297 0.248
H -0.050 -2.762 -0.954
H 1.546 0.390 0.704
H -0.370 1.595 -1.742
*
```

Properties
frontier orbital gap: 0.3474 Ha



Most stable: <two> (next structure +0.0205 hartree)